Entry 1:
A 2-piece molecular cluster, C3H6F2NP overall at a distorted geometry. Source: the Open Molecules 2025 dataset; level of theory: ωB97M-V/def2-TZVPD.

Values from the calculation:
LUMO level (alpha / beta)	-0.915 / -1.325	eV
gap between HOMO and LUMO (alpha / beta)	0.294 / 0.331	hartree
energy above the lowest of the compared OMol25 structures with the same formula, charge and spin	525.3	kJ/mol
maximum force	0.0905	Eh/bohr
E_HOMO (alpha / beta)	-8.921 / -10.325	eV
total energy	-19415.3156	eV

CARTESIAN COORDINATES (ANGSTROEM)
C -0.590 -0.260 -0.106
C 1.852 0.293 -0.113
C 0.381 0.776 0.159
N -0.188 -1.320 -1.839
F 0.097 1.161 1.451
F 0.311 2.007 -0.432
P -2.243 -0.438 0.419
H 2.538 1.137 -0.158
H 1.549 -0.173 -1.082
H 2.030 -0.304 0.832
H -1.136 -1.705 -1.788
H -2.095 -1.624 1.150
H -2.504 0.448 1.508

Atoms 1-3, force components in eV/Å:
0.204 -1.921 -4.119
-2.719 -0.229 1.436
2.720 1.551 0.858



Entry 2:
A 2-piece molecular cluster, C3H6F2S overall at a distorted geometry. Source: the Open Molecules 2025 dataset; level of theory: ωB97M-V/def2-TZVPD.

Values from the calculation:
LUMO level (alpha / beta)	-0.655 / -0.655	eV
gap between HOMO and LUMO (alpha / beta)	0.347 / 0.347	hartree
energy above the lowest of the compared OMol25 structures with the same formula, charge and spin	288.7	kJ/mol
maximum force	0.0678	Eh/bohr
E_HOMO (alpha / beta)	-10.087 / -10.088	eV
total energy	-19475.5157	eV

CARTESIAN COORDINATES (ANGSTROEM)
C -1.150 -0.842 -0.154
C 0.267 1.208 0.165
C 0.207 -0.293 -0.094
F 1.499 1.477 0.667
F 0.646 -0.029 -2.178
S 1.335 -1.359 0.572
H -1.582 -0.806 0.833
H -1.935 -0.196 -0.741
H -1.008 -1.906 -0.604
H -0.625 1.339 0.941
H 0.261 1.890 -0.638
H 2.085 -0.483 1.229

Atoms 1-3, force components in eV/Å:
-1.595 -0.860 -2.979
-0.964 -1.539 1.995
-0.080 2.223 -2.238



Entry 3:
A 2-piece molecular cluster, C3H6F3N3O overall at a distorted geometry. Source: the Open Molecules 2025 dataset; level of theory: ωB97M-V/def2-TZVPD.

Values from the calculation:
LUMO level (alpha / beta)	0.489 / 0.490	eV
gap between HOMO and LUMO (alpha / beta)	0.300 / 0.300	hartree
energy above the lowest of the compared OMol25 structures with the same formula, charge and spin	216.9	kJ/mol
maximum force	0.0866	Eh/bohr
E_HOMO (alpha / beta)	-7.668 / -7.669	eV
total energy	-17876.8701	eV

CARTESIAN COORDINATES (ANGSTROEM)
C -0.973 -1.540 -0.437
C 0.728 -0.230 0.555
C 1.972 -1.108 0.549
N -1.615 -0.913 -1.415
N 0.812 0.886 -0.355
N 0.368 -0.036 1.994
O -1.210 -2.544 0.193
F 1.884 -1.994 -0.452
F 2.209 -1.812 1.669
F 3.162 -0.443 0.240
H -1.262 -0.066 -1.845
H -2.179 -1.501 -1.962
H 0.483 1.734 0.166
H 1.759 0.963 -0.619
H 0.125 -0.932 2.304
H -0.487 0.555 2.003

Atoms 1-3, force components in eV/Å:
2.464 0.466 3.679
-2.030 -1.119 0.365
1.214 -0.802 -1.314